The following is a DFT calculation (ωB97M-V/def2-TZVPD) of a 3-piece molecular cluster, C5H8O overall.

Each line ends with the Löwdin charge.
Positions of all 14 atoms, in Å:
C (-1.770, -0.842, -0.564)  -0.0805
C (-2.445, 0.231, -0.164)  -0.1009
C (0.836, 1.766, 0.349)  0.0015
C (2.003, 1.931, 0.595)  -0.0059
C (1.737, -1.381, 0.061)  -0.1605
O (0.986, -2.308, 0.239)  -0.0251
H (-1.345, -1.557, 0.135)  0.0385
H (-1.610, -1.055, -1.619)  0.0575
H (-2.868, 0.940, -0.873)  0.0490
H (-2.613, 0.438, 0.891)  0.0517
H (-0.195, 1.584, 0.127)  -0.0012
H (3.036, 2.087, 0.814)  0.0223
H (2.480, -1.071, 0.822)  0.0767
H (1.734, -0.780, -0.869)  0.0770

The HOMO-LUMO gap is 11.0 eV. The value obtained for the energy relative to the best compared isomer or geometry (same formula, charge and spin) is 95.75 kcal/mol. The calculation puts the LUMO energy at 0.9 eV. The total charge is 0.